No. 1
Below is a molecular structure, C27H41SSn in a non-equilibrium geometry, with properties calculated with wB97M-V/def2-TZVPD.

## Properties
Charge = -1
Highest occupied orbital energy = -0.059 hartree
Gap between HOMO and LUMO = 4.2 eV

Element x y z (Å)
H 6.004 -1.005 4.283
C 1.971 1.259 3.377
C 5.487 -0.056 4.137
H 3.568 -0.960 3.862
H -1.393 3.463 -1.741
H -3.453 0.637 -3.075
H -0.623 -0.199 -4.774
C 0.058 0.201 -0.247
H -1.939 1.566 -3.327
C -2.485 3.585 -1.752
C 1.131 0.003 3.672
H -0.924 2.731 4.368
H -3.068 1.886 -0.555
C 1.739 1.233 1.543
H -3.031 -3.782 1.228
H -3.978 4.721 -0.644
H 3.664 3.350 3.770
H -2.470 -1.364 0.668
C 1.335 -0.350 -0.281
C 0.291 -2.007 -5.497
H 6.100 3.322 4.146
H -2.740 3.982 -2.740
H -0.434 -2.602 -2.850
H -2.792 -3.129 -1.759
H -0.624 -2.377 -5.962
H -4.277 -3.098 -0.800
C 1.203 2.376 3.964
H 1.414 -2.082 -7.339
C -3.183 -2.938 -0.743
H -1.494 -3.762 0.348
C 4.106 -0.013 3.929
C -2.807 -5.405 -0.182
C -0.064 2.048 4.179
C 3.425 1.193 3.724
H 2.347 2.177 1.749
H -2.421 -6.072 0.600
H 1.576 -1.207 -0.941
C -2.629 1.167 -2.571
C -0.079 -1.057 -4.358
C -0.293 0.557 3.977
Sn -1.545 -0.449 -1.629
H -0.629 0.100 4.929
H -2.544 4.301 0.305
C -2.576 -3.949 0.240
H 0.662 -0.521 -7.040
S 0.116 1.474 0.905
H 7.290 1.139 4.461
H -2.282 -5.635 -1.123
H -1.068 0.280 3.215
C 5.554 2.375 4.069
H -3.847 -0.870 -0.392
H 3.247 -0.135 0.782
C 1.167 -1.356 -6.558
H 1.139 -0.651 2.796
C -2.925 -1.469 -0.328
H 0.802 -2.877 -5.086
C -2.895 4.597 -0.687
C 2.249 0.263 0.622
H 2.103 -0.993 -6.141
C -0.942 -1.731 -3.282
H 1.652 3.369 4.136
H -3.876 -5.619 -0.315
H 0.835 -0.656 -3.902
C 4.161 2.391 3.878
H -2.463 5.577 -0.916
C 6.213 1.145 4.228
C -3.163 2.231 -1.592
H -4.243 2.345 -1.767
H -1.891 -2.079 -3.714
H 1.479 -0.594 4.521

Atoms 1-2, force components in eV/Å:
H -0.1965 0.1747 -0.0657
C -0.1057 -2.8355 1.3533

---

No. 2
Below is a molecular structure, C29H29ClF3O3Tc, with properties calculated with wB97M-V/def2-TZVPD.

## Properties
2S+1 = 4
Charge = -1
Highest occupied orbital energy (spin up / spin down) = -0.114 / -0.139 hartree
Gap between HOMO and LUMO (spin up / spin down) = 5.9 / 6.6 eV
Energy relative to the best compared isomer or geometry (same formula, charge and spin) = 0.00 kJ/mol
⟨S²⟩ = 3.800

Element x y z (Å)
C 3.483 -1.370 2.368
C -0.715 -0.631 5.062
C -0.246 0.549 -1.035
F -4.577 4.988 -5.329
C 1.956 -1.881 -2.530
H -1.676 -3.283 0.036
H -4.448 4.006 -2.670
H -2.588 -2.421 2.176
C 2.914 1.075 -2.153
H 1.980 -3.964 -0.580
H 4.806 1.275 1.380
C -1.950 1.698 -2.700
C 2.656 -2.002 -0.002
H -3.398 -1.848 0.695
C -4.755 3.645 -5.311
H -3.429 -0.859 2.170
O -1.661 -0.820 1.208
H 2.795 -2.109 2.781
C -3.777 2.953 -4.421
C -0.166 -1.990 3.178
Cl -1.501 0.535 7.376
C 2.880 0.053 -1.060
H 1.973 1.084 -2.705
H -2.895 1.756 -5.968
C 2.450 -3.462 0.265
H -2.844 2.901 -1.165
C -3.757 3.272 -3.065
C -2.861 2.655 -2.218
H 3.057 2.080 -1.756
H 0.082 2.674 3.294
H -0.050 -3.131 -0.614
H 3.725 0.876 -2.861
H 1.463 -2.843 -2.392
C -0.656 1.772 5.102
Tc 1.034 -0.284 0.257
H 1.239 -1.222 -3.022
F -4.681 3.231 -6.593
H -1.294 0.657 -4.455
H 2.795 -2.035 -3.216
H 3.141 1.708 1.777
F -6.037 3.455 -4.916
C 3.808 1.423 0.959
C -2.821 -1.538 1.573
H 3.412 -3.955 0.437
H 3.386 -0.470 2.977
H 1.822 -3.621 1.140
C 3.164 -1.084 0.935
C -1.026 1.073 -1.823
C -0.922 -2.564 -0.303
H 3.862 2.262 0.266
C -0.552 -1.557 0.773
O -0.128 -2.432 1.915
C -1.988 1.391 -4.068
O 0.715 0.677 1.948
H 4.503 -1.750 2.487
C -2.888 2.010 -4.916
C 2.414 -1.303 -1.225
H -0.824 2.703 5.625
H -0.952 -1.561 5.564
C 3.321 0.183 0.276
C 0.087 0.569 3.107
C -0.253 -0.681 3.721
C -0.164 1.751 3.803
C -0.905 0.558 5.723
H -0.235 -2.813 3.883
H -1.301 -2.016 -1.166

Atoms 1-2, force components in eV/Å:
C 0.0140 -0.0125 0.0537
C -0.0050 0.0493 0.0636

---

No. 3
Below is 2 unconnected molecules or ions with the total composition CH7N in a non-equilibrium geometry, with properties calculated with wB97M-V/def2-TZVPD.

## Properties
Charge = 0
Highest occupied orbital energy = -0.385 hartree
SMILES string = C.N
Gap between HOMO and LUMO = 11.5 eV
Energy relative to the best compared isomer or geometry (same formula, charge and spin) = 59.68 kJ/mol

Element x y z (Å)
H -0.691 1.080 -0.684
N -1.720 1.151 -0.340
H -1.755 1.033 0.581
H 0.722 -1.133 -0.321
C 1.610 -1.220 0.287
H -1.866 2.193 -0.310
H 2.468 -1.331 -0.368
H 1.975 -0.372 0.915
H 1.528 -2.206 0.845

Atoms 1-2, force components in eV/Å:
H -2.3379 -0.0506 1.0972
N 2.0466 2.7583 -5.2119

---

No. 4
Below is 12 unconnected molecules or ions with the total composition C27H81N3O15 in a non-equilibrium geometry, with properties calculated with wB97M-V/def2-TZVPD.

## Properties
Charge = 0
Highest occupied orbital energy = -0.325 hartree
SMILES string = COCCNCCOC.COCCNCCOC.COCCNCCOC.CO.CO.CO.CO.CO.CO.CO.CO.CO
Gap between HOMO and LUMO = 9.2 eV
Energy relative to the best compared isomer or geometry (same formula, charge and spin) = 747.57 kJ/mol

Element x y z (Å)
C 2.449 0.512 0.221
H 0.350 6.126 4.654
O -7.102 -4.778 -0.453
H 5.299 0.922 1.052
H -2.743 -3.294 -5.662
H 3.446 -2.412 0.920
H -1.836 2.222 4.642
H 6.099 0.056 -0.851
H -0.501 1.836 -0.955
H -6.382 -6.266 0.712
H 0.610 -0.596 -2.493
O 5.284 4.285 -1.613
H -7.955 -5.223 -2.238
C 0.707 1.144 3.365
N -0.057 4.083 4.535
H 0.555 2.294 4.778
H 4.040 -1.311 -3.834
H -1.599 -0.739 0.654
H -0.684 -1.643 1.928
O 0.586 1.336 4.741
C -2.640 -3.370 2.383
H -1.459 5.024 5.812
C 3.533 -2.852 1.913
C -2.843 -2.450 -7.699
O 1.205 -0.045 0.612
H -3.491 2.408 2.242
H 4.638 -3.694 3.211
H -2.263 -2.314 -8.612
C 4.368 1.286 3.569
O 6.729 0.266 -0.158
C -2.187 -3.362 -6.597
C -2.239 3.216 4.835
H 1.647 1.880 -3.164
C 3.724 -0.784 -2.933
O -0.693 1.873 -0.015
C -6.234 -4.536 1.872
H 3.545 0.267 -3.157
N -0.809 -2.971 -6.283
H -3.039 3.053 5.557
C -0.346 -3.679 -5.119
H -6.867 -6.383 -1.707
H -0.228 -4.719 -5.421
H -2.251 -4.429 -6.814
H 2.621 1.523 0.593
H -6.184 -5.164 2.761
C 2.336 4.728 1.459
H 1.805 -3.352 -5.393
H 4.965 -1.750 -1.839
H 1.524 3.264 -2.062
H 1.315 5.085 5.785
H 3.316 -0.073 0.528
C -1.394 -1.711 1.104
H 3.729 2.846 -1.402
H -0.130 1.670 2.905
H -8.350 -6.477 -0.919
O -3.061 -1.191 -7.110
H 3.940 0.429 3.049
H 2.476 0.492 -0.869
H 1.472 -3.824 -3.834
H -4.046 -4.630 3.464
H -1.958 3.416 0.039
H -4.608 -2.971 3.108
H 2.888 -3.730 1.936
H -4.510 2.592 3.617
H 5.711 -0.854 1.250
H 3.775 1.443 4.470
O 1.074 -1.802 -4.163
H 1.167 3.417 -3.806
H 6.148 4.523 -1.269
C 0.337 -1.527 -2.989
H 2.486 4.094 4.007
C -6.946 -5.346 0.870
H 0.516 -2.352 -2.299
H -7.852 -5.691 1.367
H -3.797 -2.942 -7.890
C 6.075 0.157 1.064
H 4.706 3.135 3.161
H 4.570 3.405 0.133
H -0.755 3.629 6.494
H 2.277 3.640 1.443
H -0.714 -1.373 -3.234
H -3.097 -0.002 -8.895
H -0.650 2.290 -3.594
H -0.771 -1.974 -6.128
C -4.107 -3.851 2.704
O 4.221 2.401 2.778
H 3.386 4.982 1.604
H -6.726 -3.572 2.001
H -4.777 -3.765 0.740
O -0.287 2.439 -2.718
H -0.500 4.277 3.648
C 1.076 2.778 -2.928
O -2.773 3.886 3.599
O 1.480 5.228 2.431
H 1.522 1.788 3.034
C 1.960 5.020 3.773
H -0.284 3.937 -0.299
C -0.907 3.248 0.271
O 4.807 -3.200 2.406
H 5.435 1.248 3.791
C 4.657 3.161 -0.926
O 4.711 -0.828 -1.926
C -3.636 -0.263 -7.984
C 1.069 -3.171 -4.609
H -1.102 -3.618 -4.336
H -0.741 3.452 1.329
H -4.651 -0.597 -8.199
H -3.709 0.690 -7.459
H 2.617 5.861 3.994
H -2.097 -3.198 3.313
N -4.789 -4.408 1.519
H 6.746 0.403 1.887
C -1.123 4.022 5.546
H -1.002 -2.376 0.335
H -4.347 3.905 2.395
H 5.231 2.245 -1.062
O -2.670 -2.241 1.516
H 0.557 0.662 0.636
H -2.176 -4.197 1.845
C -3.823 3.144 2.975
H 2.043 5.047 0.459
H 0.780 0.128 2.977
C 0.876 5.181 4.792
H 2.820 -1.228 -2.515
C -7.659 -5.738 -1.325
H 3.125 -2.162 2.651

Atoms 1-2, force components in eV/Å:
C -0.1501 -0.1083 -0.6007
H 0.1701 0.3867 0.3066

---

No. 5
Below is 3 unconnected molecules or ions with the total composition CH6N3 in a non-equilibrium geometry, with properties calculated with wB97M-V/def2-TZVPD.

## Properties
2S+1 = 3
Charge = +1
Highest occupied orbital energy (spin up / spin down) = -0.423 / -0.588 hartree
Gap between HOMO and LUMO (spin up / spin down) = 8.0 / 7.6 eV
Energy relative to the best compared isomer or geometry (same formula, charge and spin) = 324.62 kJ/mol
⟨S²⟩ = 2.007

Element x y z (Å)
C -0.277 -0.596 -0.025
N 0.084 1.399 1.366
H 0.609 0.400 -1.351
H -0.786 -2.461 0.415
H 0.731 0.956 -2.008
H -0.220 -2.078 -1.239
H -0.383 2.399 1.169
N -0.233 0.397 0.627
H 1.107 1.409 1.387
N -0.632 -1.825 -0.340

Atoms 1-2, force components in eV/Å:
C 1.0998 -4.8709 -6.8912
N 0.3388 2.2565 -0.8570

---

No. 6
Below is 2 unconnected molecules or ions with the total composition C3H10NO2 in a non-equilibrium geometry, with properties calculated with wB97M-V/def2-TZVPD.

## Properties
2S+1 = 2
Charge = +2
Highest occupied orbital energy (spin up / spin down) = -0.706 / -0.706 hartree
Gap between HOMO and LUMO (spin up / spin down) = 9.1 / 5.3 eV
Energy relative to the best compared isomer or geometry (same formula, charge and spin) = 79.97 kJ/mol
⟨S²⟩ = 0.757

Element x y z (Å)
H 1.192 -2.528 1.805
H -1.051 -0.271 0.568
H 0.223 1.893 -1.186
C -0.417 1.014 -1.093
C -0.680 0.760 0.401
O 1.652 0.718 0.478
H -0.637 -0.326 -2.715
H -0.038 -1.014 -1.326
H 0.706 0.981 2.315
H -1.429 1.178 -1.427
N 0.025 -0.196 -1.924
H -0.148 -2.299 2.655
C 0.739 0.842 1.214
H -1.344 1.549 0.763
H 0.944 -0.022 -2.313
O 0.263 -2.280 1.785

Atoms 1-2, force components in eV/Å:
H -0.1243 -0.3697 0.6387
H 0.1574 0.4553 0.5602

---

No. 7
Below is 2 unconnected molecules or ions with the total composition C2H7NS2 in a non-equilibrium geometry, with properties calculated with wB97M-V/def2-TZVPD.

## Properties
Charge = 0
Highest occupied orbital energy (spin up / spin down) = -0.307 / -0.285 hartree
Gap between HOMO and LUMO (spin up / spin down) = 8.5 / 8.1 eV
Energy relative to the best compared isomer or geometry (same formula, charge and spin) = 450.59 kJ/mol

Element x y z (Å)
H -0.160 -2.203 -0.830
N -1.031 0.849 -0.461
H -0.865 0.700 -1.419
H 1.586 -2.201 0.169
S -2.584 1.036 0.093
H -0.070 0.690 1.376
H 2.613 1.102 0.141
S 1.594 1.789 -0.195
H 1.288 -0.971 -1.245
H -2.818 2.322 0.302
C 0.131 0.626 0.332
C 0.903 -1.726 -0.554

Atoms 1-2, force components in eV/Å:
H 2.7568 1.0843 0.8724
N 1.9223 0.3512 1.5293

---

No. 8
Below is C6H4O in the gas phase, with properties calculated with wB97M-V/def2-TZVPD.

## Properties
Charge = 0
Highest occupied orbital energy = -0.376 hartree
SMILES string = C#CC(=O)C#CC
Gap between HOMO and LUMO = 10.0 eV
Energy relative to the best compared isomer or geometry (same formula, charge and spin) = 220.70 kJ/mol

Element x y z (Å)
H -3.114 0.421 -0.963
C -2.363 -0.350 -0.768
C 1.224 1.133 0.594
H -2.759 -1.038 -0.014
O 1.463 2.275 0.927
C -0.065 0.683 0.102
H -2.198 -0.919 -1.689
C -1.110 0.230 -0.298
C 3.004 -0.846 0.704
H 3.699 -1.657 0.743
C 2.219 0.066 0.661

Atoms 1-2, force components in eV/Å:
H 0.1240 -0.0819 0.0351
C -0.0525 -0.0069 -0.0137

---

No. 9
Below is CH3Cl2OP in the gas phase in a non-equilibrium geometry, with properties calculated with wB97M-V/def2-TZVPD.

## Properties
Charge = 0
Highest occupied orbital energy = -0.367 hartree
SMILES string = OCP(Cl)Cl
Gap between HOMO and LUMO = 10.3 eV
Energy relative to the best compared isomer or geometry (same formula, charge and spin) = 205.06 kJ/mol

Element x y z (Å)
Cl 1.127 -0.568 -1.596
H -0.780 0.929 1.302
H -1.289 -0.504 -1.087
Cl 1.508 -1.610 1.196
H -0.528 1.484 -0.408
P 1.493 0.180 0.296
C -0.313 0.657 0.346
O -1.218 -0.568 -0.050

Atoms 1-2, force components in eV/Å:
Cl 1.0233 0.1536 -0.8881
H 0.7259 0.0375 -0.0960

---

No. 10
Below is 2 unconnected molecules or ions with the total composition C3H5BrO2 in a non-equilibrium geometry, with properties calculated with wB97M-V/def2-TZVPD.

## Properties
Charge = 0
Highest occupied orbital energy (spin up / spin down) = -0.323 / -0.323 hartree
Gap between HOMO and LUMO (spin up / spin down) = 7.1 / 7.1 eV
Energy relative to the best compared isomer or geometry (same formula, charge and spin) = 591.34 kJ/mol

Element x y z (Å)
H 0.070 -2.059 0.285
H -0.082 1.995 0.661
H -0.155 -0.906 -1.115
O 1.701 -0.831 -0.230
C 0.367 1.204 -0.024
O -2.001 1.182 -0.385
H 0.449 1.341 -1.086
Br -2.445 -0.513 0.102
H 0.908 -0.169 1.603
C 0.808 -0.003 0.506
C 0.380 -1.240 -0.317

Atoms 1-2, force components in eV/Å:
H -0.1009 -0.7285 0.0884
H 1.0514 -1.0318 -1.2978

---

Please write out number 2 again, unchanged.
Below is a molecular structure, C29H29ClF3O3Tc, with properties calculated with wB97M-V/def2-TZVPD.

## Properties
2S+1 = 4
Charge = -1
Highest occupied orbital energy (spin up / spin down) = -0.114 / -0.139 hartree
Gap between HOMO and LUMO (spin up / spin down) = 5.9 / 6.6 eV
Energy relative to the best compared isomer or geometry (same formula, charge and spin) = 0.00 kJ/mol
⟨S²⟩ = 3.800

Element x y z (Å)
C 3.483 -1.370 2.368
C -0.715 -0.631 5.062
C -0.246 0.549 -1.035
F -4.577 4.988 -5.329
C 1.956 -1.881 -2.530
H -1.676 -3.283 0.036
H -4.448 4.006 -2.670
H -2.588 -2.421 2.176
C 2.914 1.075 -2.153
H 1.980 -3.964 -0.580
H 4.806 1.275 1.380
C -1.950 1.698 -2.700
C 2.656 -2.002 -0.002
H -3.398 -1.848 0.695
C -4.755 3.645 -5.311
H -3.429 -0.859 2.170
O -1.661 -0.820 1.208
H 2.795 -2.109 2.781
C -3.777 2.953 -4.421
C -0.166 -1.990 3.178
Cl -1.501 0.535 7.376
C 2.880 0.053 -1.060
H 1.973 1.084 -2.705
H -2.895 1.756 -5.968
C 2.450 -3.462 0.265
H -2.844 2.901 -1.165
C -3.757 3.272 -3.065
C -2.861 2.655 -2.218
H 3.057 2.080 -1.756
H 0.082 2.674 3.294
H -0.050 -3.131 -0.614
H 3.725 0.876 -2.861
H 1.463 -2.843 -2.392
C -0.656 1.772 5.102
Tc 1.034 -0.284 0.257
H 1.239 -1.222 -3.022
F -4.681 3.231 -6.593
H -1.294 0.657 -4.455
H 2.795 -2.035 -3.216
H 3.141 1.708 1.777
F -6.037 3.455 -4.916
C 3.808 1.423 0.959
C -2.821 -1.538 1.573
H 3.412 -3.955 0.437
H 3.386 -0.470 2.977
H 1.822 -3.621 1.140
C 3.164 -1.084 0.935
C -1.026 1.073 -1.823
C -0.922 -2.564 -0.303
H 3.862 2.262 0.266
C -0.552 -1.557 0.773
O -0.128 -2.432 1.915
C -1.988 1.391 -4.068
O 0.715 0.677 1.948
H 4.503 -1.750 2.487
C -2.888 2.010 -4.916
C 2.414 -1.303 -1.225
H -0.824 2.703 5.625
H -0.952 -1.561 5.564
C 3.321 0.183 0.276
C 0.087 0.569 3.107
C -0.253 -0.681 3.721
C -0.164 1.751 3.803
C -0.905 0.558 5.723
H -0.235 -2.813 3.883
H -1.301 -2.016 -1.166

Atoms 1-2, force components in eV/Å:
C 0.0140 -0.0125 0.0537
C -0.0050 0.0493 0.0636